Molecular formula: C11H7F2FeN2SSe
Method: DFT, ωB97M-V/def2-TZVPD

Positions of all 25 atoms, in Å:
Fe -0.809 0.315 -1.423
S 3.272 -0.886 0.141
C 3.506 -0.788 -1.554
C 2.355 -0.467 -2.210
C 1.210 -0.286 -1.370
C 1.589 -0.489 -0.063
C 0.664 -0.386 1.056
C 1.004 -0.629 2.390
C 0.033 -0.523 3.364
C -1.265 -0.180 3.005
C -1.527 0.051 1.668
N -0.595 -0.042 0.724
H 4.485 -0.967 -1.972
H 2.327 -0.363 -3.287
H 2.020 -0.900 2.644
H 0.283 -0.709 4.401
H -2.054 -0.092 3.739
H -2.518 0.316 1.318
Se -0.808 5.288 -1.501
C -0.885 3.502 -1.534
N -0.936 2.339 -1.563
F -3.417 -0.548 -0.974
C -2.496 -0.783 -2.036
F -2.337 -2.178 -2.031
H -3.099 -0.594 -2.932

Cartesian forces, eV/Å:
0.2 0.0 -0.3
0.0 0.0 0.0
0.0 0.0 0.0
0.0 0.0 0.0
0.1 0.1 0.1
0.0 0.0 -0.1
-0.1 0.0 0.1
0.0 0.0 0.0
0.0 0.0 0.0
0.0 0.0 0.0
0.0 0.0 0.0
0.0 -0.1 0.0
0.0 0.0 0.0
0.0 0.0 0.0
0.0 0.0 0.0
0.0 0.0 0.0
0.0 0.0 0.0
0.0 0.0 0.0
0.0 0.0 0.0
0.0 0.0 -0.1
0.0 0.0 0.1
-0.2 0.0 0.0
-0.1 0.0 0.2
0.0 0.0 0.0
0.1 0.1 0.0

- Kohn-Sham gap (spin up / spin down) (eV) = 7.19 / 7.25
- charge = -1
- ⟨S²⟩ = 6.0146
- multiplicity = 5
- HOMO energy (spin up / spin down) (eV) = -4.555 / -4.617
- LUMO (spin up / spin down) (hartree) = 0.09692 / 0.09670

Löwdin atomic charge list, values in e, 8 entries: Fe 0.7150; S 0.9629; C -0.4543; C -0.2289; C -0.2186; C -0.5472; C -0.2793; C -0.0377

=====

Molecular formula: C11H7N2O4Tl
Method: DFT, ωB97M-V/def2-TZVPD

Positions of all 25 atoms, in Å:
O 3.556 0.329 1.865
C 3.282 -0.271 0.887
C 2.508 0.327 -0.301
C 0.983 0.265 -0.257
C 0.264 1.497 -0.348
C 0.945 2.748 -0.411
O 1.388 3.142 0.670
O 1.034 3.376 -1.461
C -1.161 1.561 -0.376
C -1.904 0.422 -0.290
N -3.276 0.500 -0.326
C -3.881 -0.641 -0.216
C -3.179 -1.869 -0.061
N -1.863 -1.957 -0.048
C -1.221 -0.797 -0.170
C 0.227 -0.826 -0.175
O 0.807 -2.058 -0.145
H 3.591 -1.353 0.777
H 2.805 1.364 -0.333
H 2.860 -0.139 -1.216
H -1.637 2.523 -0.471
H -4.956 -0.658 -0.233
H -3.743 -2.779 0.048
H 0.614 -2.551 0.710
Tl 1.956 -2.154 1.879

Cartesian forces, eV/Å:
0.2 0.5 1.1
-0.1 0.4 -1.7
-0.1 -0.4 -0.1
1.2 1.0 0.1
0.1 -0.3 -0.1
0.3 1.0 -0.3
0.0 0.0 0.4
-0.1 -0.2 -0.1
-0.3 0.6 0.0
-0.7 0.2 -0.1
0.3 -0.2 0.1
-0.3 0.3 -0.1
0.1 -0.1 0.0
0.2 0.0 0.2
-0.3 -0.6 0.0
-0.3 -1.1 0.0
-0.2 -0.5 -0.4
0.7 0.5 -0.6
0.2 0.3 0.0
0.0 -0.2 -0.2
-0.2 0.2 0.0
-0.3 0.1 0.0
-0.1 -0.3 0.0
-2.4 -0.2 -2.9
1.9 -1.1 4.7

- Kohn-Sham gap (eV) = 5.29
- charge = +2
- HOMO energy (eV) = -17.829
- LUMO (hartree) = -0.46088

Löwdin atomic charge list, values in e, 8 entries: O 0.1360; C -0.3908; C -0.0061; C -0.0581; C 0.0542; C -0.6748; O 0.3239; O 0.3230

=====

Molecular formula: C11H7N2O6Ru
Method: DFT, ωB97M-V/def2-TZVPD

Positions of all 27 atoms, in Å:
O -0.049 -3.041 -3.610
C 0.289 -2.051 -3.124
Ru 2.318 0.863 0.408
C 1.733 2.565 1.114
O 1.314 3.594 1.373
C 4.180 1.985 2.054
O 5.268 2.321 2.189
C 2.976 1.437 -1.225
O 3.327 1.761 -2.287
C 3.096 -0.894 0.649
O 3.543 -1.952 0.656
H 0.947 -0.314 -1.018
N -4.170 -1.147 -0.859
C -3.590 -0.929 0.347
O -4.218 -1.059 1.396
C -2.120 -0.531 0.283
C -1.400 -0.140 -0.839
C -0.019 0.266 -0.689
N 0.418 0.460 0.661
C -0.195 -0.152 1.672
C -1.481 -0.636 1.534
H -5.154 -1.370 -0.931
H -3.616 -1.109 -1.697
H -1.927 0.143 -1.760
H 0.207 1.164 -1.332
H 0.328 -0.186 2.632
H -2.006 -1.047 2.401

Cartesian forces, eV/Å:
1.2 3.3 1.6
-1.2 -3.4 -1.6
2.6 -0.6 2.7
-1.4 4.4 0.6
0.6 -1.5 -0.2
3.8 0.9 0.7
-3.2 -1.0 -0.4
1.7 2.0 -6.0
-0.9 -0.9 3.4
2.0 -3.8 -0.1
-1.0 2.1 0.1
-2.2 -0.5 -0.7
0.2 0.3 2.3
0.7 0.1 -5.6
-0.5 0.0 1.5
0.4 -0.3 0.5
-2.6 -0.3 0.1
2.3 0.8 -0.9
-2.8 -1.6 1.5
0.9 1.2 -0.4
-0.5 -0.5 0.6
-0.1 -0.1 0.0
0.1 -0.1 -0.1
0.4 -0.4 0.2
-0.7 -0.3 0.7
-0.2 0.2 -0.3
0.3 0.1 -0.3

- Kohn-Sham gap (spin up / spin down) (eV) = 5.20 / 4.39
- charge = +2
- ⟨S²⟩ = 8.8185
- multiplicity = 6
- HOMO energy (spin up / spin down) (eV) = -14.003 / -16.803
- LUMO (spin up / spin down) (hartree) = -0.32366 / -0.45612

Löwdin atomic charge list, values in e, 8 entries: O 0.0530; C 0.0411; Ru 0.9765; C -0.2572; O 0.1893; C 0.0188; O 0.1332; C -0.2545

=====

Molecular formula: C11H86NO31
Method: DFT, ωB97M-V/def2-TZVPD

Positions of all 129 atoms, in Å:
C 3.431 0.108 2.496
C 2.887 1.287 1.781
C 1.975 0.940 0.536
C 0.764 -0.058 0.783
N -0.085 -0.396 -0.449
C -1.002 -1.493 -0.174
C -1.027 -2.310 -1.467
C -0.149 -1.692 -2.546
C 0.832 -0.833 -1.580
C -0.900 0.894 -0.878
C -1.654 1.621 0.337
C -2.855 2.574 -0.149
H 4.106 0.456 3.186
H 4.177 -0.426 1.884
H 2.723 -0.552 2.799
H 3.786 1.907 1.147
H 2.306 1.951 2.459
H 2.615 0.479 -0.295
H 1.599 2.015 0.122
H 0.257 0.401 1.634
H 1.159 -0.958 1.159
H -1.906 -1.261 -0.131
H -0.782 -2.126 0.630
H -2.097 -2.107 -1.897
H -1.022 -3.376 -1.525
H -0.692 -0.927 -3.145
H 0.507 -2.210 -3.099
H 1.352 0.153 -1.676
H 1.624 -1.355 -1.009
H -1.545 0.598 -1.759
H -0.258 1.738 -1.393
H -0.979 2.324 0.892
H -2.098 0.808 0.696
H -2.494 3.693 -0.830
H -3.308 2.978 0.711
H -3.572 2.153 -0.703
O -1.804 -3.755 1.116
H -2.130 -2.902 1.182
H -1.011 -3.452 1.570
O -3.988 -2.119 1.329
H -4.536 -2.765 1.718
H -4.424 -1.335 1.312
O 4.818 3.207 -1.670
H 5.167 3.420 -0.798
H 4.989 2.242 -1.960
O 3.559 1.409 -4.161
H 2.658 1.315 -3.968
H 3.750 2.212 -4.602
O 0.634 1.518 -4.146
H 0.134 1.103 -4.745
H 0.307 2.352 -4.161
O -2.542 -5.441 -2.807
H -3.145 -4.730 -2.526
H -2.953 -6.216 -2.502
O 2.666 -3.219 1.078
H 3.379 -3.527 1.571
H 3.263 -2.978 0.290
O 4.775 0.597 -1.886
H 4.451 0.629 -2.848
H 5.475 -0.112 -2.019
O 0.744 2.221 4.571
H 0.918 1.348 5.032
H -0.171 1.936 4.207
O 0.647 -0.659 5.390
H 1.508 -1.192 5.242
H 0.464 -1.129 6.205
O -2.494 -0.155 3.256
H -3.293 -0.406 3.896
H -1.782 -0.757 3.170
O 6.146 3.526 0.923
H 6.774 4.159 1.106
H 5.373 3.840 1.533
O -1.911 4.137 -2.992
H -1.203 3.937 -3.664
H -2.707 4.280 -3.592
O 4.809 -3.277 3.527
H 3.990 -3.107 4.076
H 5.510 -2.578 3.385
O -0.091 -0.215 -6.175
H -0.401 -1.118 -5.957
H 0.961 -0.143 -6.317
O -4.839 1.358 1.957
H -4.211 0.692 2.066
H -5.606 1.378 2.520
O -0.368 5.725 -1.277
H 0.608 5.363 -1.361
H -0.761 5.188 -1.924
O 1.129 -4.713 -3.703
H 1.363 -5.365 -2.978
H 1.482 -5.322 -4.442
O -2.611 6.700 -0.126
H -2.192 6.607 0.763
H -1.955 6.288 -0.689
O -3.863 -3.647 -1.220
H -3.838 -3.032 -0.488
H -4.611 -3.354 -1.814
O 4.981 0.714 5.984
H 4.311 1.291 5.714
H 5.860 0.809 5.438
O -0.461 -1.812 3.171
H 0.027 -2.592 3.056
H -0.082 -1.129 3.826
O -1.844 1.865 3.500
H -2.605 2.127 2.954
H -1.923 0.822 3.689
O -6.208 -0.001 0.753
H -5.719 0.684 0.135
H -6.824 -0.542 0.091
O -6.173 1.720 -0.313
H -5.600 1.579 0.377
H -7.017 2.083 -0.120
O -0.635 -5.469 -0.877
H -1.078 -5.024 -0.199
H -1.121 -5.656 -1.739
O 3.990 -3.112 -1.520
H 4.566 -3.523 -0.939
H 3.945 -3.820 -2.280
O 2.439 4.807 -1.361
H 2.901 5.579 -0.953
H 2.985 4.109 -1.375
O 0.120 -3.238 -5.568
H 0.528 -3.325 -4.804
H 0.293 -4.137 -6.028
O 0.181 -4.217 2.185
H 1.012 -3.981 1.915
H 0.150 -5.029 2.621
O -5.146 5.324 1.525
H -4.522 4.991 0.917
H -6.016 5.135 1.207

Cartesian forces, eV/Å:
2.5 0.8 -2.9
0.2 1.9 -3.4
-0.4 1.1 -1.9
1.3 2.4 0.1
0.0 3.0 1.2
6.4 -3.0 -2.6
-3.3 0.5 -3.3
0.2 5.3 3.6
0.0 1.1 1.4
0.5 2.4 -1.3
1.1 3.7 -4.7
5.3 4.1 -0.5
0.9 0.7 2.7
-0.7 -0.2 -0.5
-2.0 -1.9 1.4
-2.3 -1.5 2.3
0.6 -0.2 -0.4
-0.5 0.9 1.3
0.6 -2.6 0.8
-1.0 -0.2 -0.5
0.4 -1.4 0.1
-7.5 3.1 1.3
1.4 0.3 0.9
1.7 -0.6 0.7
0.6 -0.6 1.0
0.4 -0.8 0.1
1.7 -2.6 -2.1
-0.5 -0.9 -1.8
-0.5 -0.9 -0.8
0.3 0.0 1.4
-0.4 -2.2 1.1
-0.5 -1.6 0.0
-1.8 -2.9 3.3
-0.8 -3.8 2.2
-0.5 0.4 1.2
-2.6 -2.0 -2.3
0.0 -1.3 -0.2
-3.2 2.3 -0.3
0.5 -1.9 0.2
3.4 -2.4 -0.8
-1.1 -1.1 0.7
-2.7 3.7 -0.2
-0.5 -0.7 -1.1
0.5 -0.7 -0.1
-0.1 1.9 1.5
2.3 -1.6 0.2
-2.4 0.3 0.1
-0.1 1.2 -0.5
4.2 -0.8 3.9
-3.0 -3.4 -4.0
-1.1 4.1 0.3
0.5 1.5 -1.1
0.6 -0.2 0.2
-1.0 -1.8 0.6
0.2 1.4 -3.0
1.8 -1.1 2.6
-2.3 -0.1 0.7
1.0 -2.2 -2.3
-0.1 0.5 1.4
-1.0 1.2 0.8
-1.6 -2.9 0.0
0.2 1.6 -0.4
1.4 1.7 0.3
2.8 -1.8 -0.2
-1.5 1.7 -0.4
-1.1 0.3 0.7
-5.8 -2.8 1.3
3.1 0.0 -2.0
0.7 -2.8 -0.1
-4.6 -1.1 1.3
2.6 2.2 0.4
1.9 -1.1 -1.6
-0.4 -0.3 -2.7
-1.0 0.4 1.0
1.3 -0.1 1.3
-0.2 -0.1 -0.3
2.2 0.7 -0.9
-2.0 -0.7 1.0
2.8 0.7 -0.2
1.1 0.2 -0.3
-3.8 -1.1 0.5
0.1 3.6 -0.6
1.0 -1.8 1.0
0.0 -0.8 0.5
4.2 -0.4 0.7
-2.2 1.2 0.7
-1.5 -1.0 -1.5
2.0 -3.6 -0.2
-0.8 1.5 -0.3
-0.9 1.7 1.1
-0.2 -0.2 1.4
-0.6 0.2 -1.0
0.5 0.1 -0.2
-1.6 0.1 -1.7
-0.1 0.4 0.6
1.1 -0.3 1.2
4.1 -1.9 -0.4
-1.1 1.7 -1.1
-3.1 0.2 1.5
-1.1 3.9 1.0
1.3 -1.8 0.2
-0.1 -2.1 -0.9
1.2 1.8 0.8
0.5 -0.2 0.5
-0.3 3.6 -0.5
-1.5 -7.0 -0.6
-2.3 -7.2 0.2
2.1 1.7 2.1
-0.5 6.4 -8.0
2.1 4.9 4.5
-0.7 0.2 1.0
2.2 -2.1 -3.0
-1.9 1.1 1.1
0.0 1.0 2.1
-1.7 -0.9 -4.0
2.2 -1.3 1.8
-0.2 2.2 2.1
-3.4 5.4 0.7
-0.4 -1.2 -0.6
3.8 -4.1 -0.2
-2.6 -1.3 -7.3
2.9 -0.7 5.8
-0.7 2.5 1.0
-1.6 1.1 1.2
3.9 0.4 -1.4
0.1 -2.1 0.9
-0.3 0.6 1.8
1.0 -0.4 -1.3
-0.6 -0.2 -0.5

- Kohn-Sham gap (eV) = 9.27
- charge = +1
- HOMO energy (eV) = -11.803
- LUMO (hartree) = -0.09318

Löwdin atomic charge list, values in e, 8 entries: C -0.1164; C -0.2261; C -0.1618; C -0.1070; N -0.1789; C -0.1153; C -0.1044; C -0.0609

=====

Molecular formula: C11H8F17N3O2
Method: DFT, ωB97M-V/def2-TZVPD

Positions of all 41 atoms, in Å:
N 2.232 -1.072 1.427
C 2.985 -1.023 0.253
N 3.599 -2.118 -0.228
N 3.101 0.110 -0.525
C 4.469 0.695 -0.452
C 4.883 1.137 0.956
O 4.724 2.244 1.378
C 2.032 1.064 -0.396
F 2.347 2.131 -1.157
F 1.844 1.543 0.845
C 0.723 0.465 -0.965
F 0.595 -0.832 -0.615
F 0.853 0.495 -2.301
C -0.571 1.241 -0.616
F -1.522 0.709 -1.407
F -0.424 2.532 -0.945
C -1.046 1.137 0.874
F -0.828 2.325 1.458
F -0.348 0.219 1.574
C -2.560 0.839 1.060
F -3.293 1.737 0.390
F -2.795 1.026 2.380
C -2.984 -0.635 0.722
F -3.187 -1.296 1.879
F -1.998 -1.287 0.071
C -4.277 -0.740 -0.110
F -5.282 -0.143 0.566
F -4.108 -0.133 -1.297
C -4.735 -2.199 -0.403
F -4.984 -2.880 0.722
F -3.830 -2.855 -1.145
F -5.879 -2.112 -1.108
H 1.353 -1.541 1.210
H 2.707 -1.645 2.118
H 4.058 -2.725 0.427
H 3.653 -2.310 -1.214
H 5.154 -0.097 -0.731
H 4.623 1.495 -1.161
H 5.383 0.361 1.568
O -3.463 2.465 -2.790
H -3.202 1.673 -2.312

Cartesian forces, eV/Å:
0.6 -0.1 -0.1
-0.1 -0.6 -0.7
0.1 0.6 0.6
-0.2 0.0 1.2
0.8 -0.4 -0.2
-0.2 0.4 0.1
0.1 -0.2 -0.1
-0.2 1.0 -0.4
0.1 -0.3 0.1
0.1 -0.2 0.0
0.0 0.6 -0.7
0.0 -0.3 0.0
0.0 -0.1 0.0
-0.7 0.2 -0.2
0.4 0.0 0.2
0.3 -0.5 0.1
-0.2 0.8 0.0
0.1 0.0 0.0
0.0 -0.3 0.0
-0.4 0.3 0.3
0.4 -0.3 0.0
0.1 0.0 -0.1
-0.3 -0.2 0.2
0.1 0.0 0.0
0.1 0.0 0.0
-0.3 0.2 -0.5
0.3 -0.1 0.0
-0.1 -0.4 0.4
-0.6 0.0 -0.5
0.2 0.1 -0.4
-0.3 0.2 0.4
0.6 -0.2 0.4
-0.2 0.2 0.3
0.0 0.0 0.1
-0.3 -0.6 -0.1
0.5 0.3 -0.2
0.1 -0.2 -0.2
-0.5 0.3 -0.1
-0.1 -0.1 0.1
0.2 0.0 0.1
-0.1 0.1 -0.1

- Kohn-Sham gap (eV) = 1.82
- charge = 0
- HOMO energy (eV) = -5.062
- LUMO (hartree) = -0.11919

Löwdin atomic charge list, values in e, 8 entries: N 0.1546; C -0.3584; N 0.2315; N 0.0722; C -0.0585; C -0.2255; O 0.1144; C -0.4476

=====

Molecular formula: C11H8FeN2O3STe4
Method: DFT, ωB97M-V/def2-TZVPD

Positions of all 30 atoms, in Å:
Fe -0.194 0.373 -0.195
O 0.239 2.057 0.794
N 1.154 2.004 1.754
C 1.195 3.071 2.582
C 2.082 3.144 3.617
C 2.964 2.076 3.808
C 2.919 1.008 2.954
C 2.006 0.943 1.880
S 1.967 -0.366 0.784
H 0.467 3.829 2.337
H 2.082 4.013 4.258
H 3.676 2.090 4.624
H 3.586 0.166 3.069
Te 0.867 1.630 -2.677
Te 0.715 1.782 -5.287
Te -2.792 2.725 -4.332
Te -2.064 1.616 -2.136
O -2.838 -2.127 1.510
C -2.137 -1.481 0.751
O -1.688 -0.289 0.924
C -1.735 -2.098 -0.585
C -2.448 -3.143 -1.146
C -2.066 -3.610 -2.392
C -0.971 -3.036 -3.020
C -0.305 -2.003 -2.383
N -0.685 -1.541 -1.193
H -3.284 -3.551 -0.596
H -2.617 -4.408 -2.873
H -0.641 -3.365 -3.995
H 0.546 -1.508 -2.835

Cartesian forces, eV/Å:
0.6 -0.9 0.3
0.1 0.2 -0.1
0.0 -0.1 -0.1
0.0 0.0 0.0
0.0 0.0 0.0
0.0 0.0 0.0
0.0 0.0 0.0
0.1 0.1 0.1
-0.4 0.2 -0.1
0.0 0.0 0.0
0.0 0.0 0.0
0.0 0.0 0.0
0.0 0.0 0.0
-0.2 0.3 0.1
0.0 -0.2 0.0
0.0 -0.1 0.0
0.0 0.3 -0.1
-0.1 0.0 0.0
0.0 0.1 -0.1
0.0 0.0 0.1
0.1 0.0 0.0
0.0 -0.1 0.0
0.0 0.0 0.0
0.0 0.0 0.0
0.1 0.0 0.0
-0.3 0.2 -0.2
0.0 0.0 0.0
0.0 0.0 0.0
0.0 0.0 0.0
0.0 0.0 0.0

- Kohn-Sham gap (spin up / spin down) (eV) = 5.78 / 4.80
- charge = -1
- ⟨S²⟩ = 8.7784
- multiplicity = 6
- HOMO energy (spin up / spin down) (eV) = -3.723 / -3.761
- LUMO (spin up / spin down) (hartree) = 0.07555 / 0.03812

Löwdin atomic charge list, values in e, 8 entries: Fe 0.2224; O -0.2702; N -0.1879; C -0.0221; C -0.0724; C -0.0858; C -0.1012; C -0.6638

=====

Molecular formula: C11H8NO5V
Method: DFT, ωB97M-V/def2-TZVPD

Positions of all 26 atoms, in Å:
O -0.305 -6.130 -4.086
C -0.369 -5.451 -3.179
V -0.059 -1.247 -1.073
O -0.764 -4.046 -0.270
C -0.499 -2.963 -0.545
C 0.425 0.280 -1.996
O 0.729 1.197 -2.616
C -1.803 -1.001 -1.634
O -2.873 -0.874 -2.030
C 1.730 -1.683 -0.909
O 2.839 -1.977 -0.859
H 0.100 -1.926 -2.488
N -0.341 -0.361 0.791
C -0.046 0.983 1.163
C -0.404 2.084 0.367
C -0.148 3.388 0.811
C 0.445 3.606 2.059
C 0.784 2.521 2.867
C 0.542 1.221 2.424
H -1.368 -0.446 0.817
H 0.048 -1.049 1.453
H -0.895 1.948 -0.584
H -0.421 4.234 0.195
H 0.630 4.614 2.407
H 1.226 2.685 3.842
H 0.797 0.393 3.075

Cartesian forces, eV/Å:
-0.1 1.1 1.5
0.1 -1.0 -1.5
-0.6 2.4 4.5
0.8 3.5 -0.8
-2.0 -8.1 1.9
2.3 6.8 -4.7
-0.9 -2.9 1.9
-9.0 0.7 -4.3
3.6 -0.3 1.6
9.5 -2.8 -0.3
-3.8 1.1 0.0
0.2 -0.5 -1.0
-0.3 -0.9 -0.2
0.8 2.2 1.4
0.3 0.0 0.4
0.0 -0.6 0.2
-0.1 -0.3 -0.2
-0.1 -0.3 -0.4
-0.1 0.1 -0.4
0.0 -0.3 0.5
-0.4 0.5 0.2
-0.2 0.0 -0.2
0.0 -0.1 0.0
0.0 0.0 -0.1
0.0 -0.1 -0.1
0.0 -0.1 0.0

- Kohn-Sham gap (spin up / spin down) (eV) = 4.43 / 3.66
- charge = +2
- ⟨S²⟩ = 2.0212
- multiplicity = 3
- HOMO energy (spin up / spin down) (eV) = -16.354 / -16.141
- LUMO (spin up / spin down) (hartree) = -0.43809 / -0.45854

Löwdin atomic charge list, values in e, 8 entries: O 0.0645; C 0.0067; V 0.4759; O 0.2590; C -0.1245; C -0.1206; O 0.2855; C -0.0775

=====

Molecular formula: C11H9AsBr4Cl3NO2Pt
Method: DFT, ωB97M-V/def2-TZVPD

Positions of all 32 atoms, in Å:
Pt -0.867 -0.683 1.499
Br 0.875 4.044 -4.941
C 0.855 3.146 -3.298
C 1.614 3.736 -2.164
Br 2.547 5.334 -2.456
C 1.643 3.152 -0.955
Br 2.575 3.832 0.513
C 0.923 1.879 -0.700
O 0.930 1.329 0.366
C 0.143 1.264 -1.882
O -0.441 0.228 -1.731
C 0.171 1.998 -3.170
Br -0.779 1.184 -4.556
C 0.967 -3.854 1.554
As 0.379 -2.355 0.471
C 2.055 -1.865 -0.390
C -0.513 -3.279 -0.987
H 1.498 -4.585 0.945
H 0.095 -4.318 2.010
H 1.622 -3.488 2.343
H 2.481 -2.715 -0.924
H 2.756 -1.519 0.368
H 1.867 -1.053 -1.091
H 0.172 -3.951 -1.505
H -0.904 -2.536 -1.679
H -1.346 -3.849 -0.578
Cl -3.906 3.367 3.525
C -3.806 1.672 4.044
Cl -5.397 0.904 3.885
Cl -3.267 1.596 5.732
C -2.850 0.968 3.207
N -2.091 0.418 2.544

Cartesian forces, eV/Å:
-0.2 -0.2 0.3
0.0 0.0 0.0
0.0 0.0 0.0
0.0 0.0 0.0
0.0 0.0 0.0
0.0 0.0 0.0
0.0 0.0 0.0
0.0 0.1 0.1
0.2 0.0 -0.3
0.0 0.0 0.0
0.1 -0.1 0.0
0.0 0.0 0.0
0.0 0.0 0.0
0.0 0.0 0.0
0.0 0.1 -0.2
0.0 0.0 0.0
0.0 0.0 0.0
0.0 0.0 0.0
0.0 0.0 0.0
0.0 0.0 0.0
0.0 0.0 0.0
0.0 0.0 0.0
0.0 0.0 0.0
0.0 0.0 0.0
0.0 0.0 0.0
0.0 0.0 0.0
0.0 0.0 0.0
0.0 0.0 0.0
0.0 0.0 0.0
0.0 0.0 0.0
0.1 0.1 -0.1
-0.1 0.0 0.0

- Kohn-Sham gap (eV) = 4.65
- charge = 0
- HOMO energy (eV) = -6.883
- LUMO (hartree) = -0.08205

Löwdin atomic charge list, values in e, 8 entries: Pt 0.2646; Br 0.7758; C -0.7264; C -0.7282; Br 0.7733; C -0.6627; Br 0.8356; C -0.3521

=====

Max |F| values, unit eV/Å, following the record order: 0.314, 5.195, 6.549, 10.211, 1.206, 1.099, 10.011, 0.472.